[1]
Density functional theory data (the ωB97M-V functional and the def2-TZVPD basis) for 8 unconnected molecules or ions with the total composition C23H67N5O8 in a non-equilibrium geometry.

Results
SMILES: COC[C@H](C)N.COC[C@H](C)N.COC[C@H](C)N.COC[C@H](C)N.COC[C@H](C)N.CO.CO.CO
Strongest force on any atom, eV/A: 1.47
ΔE to the lowest compared entry with this formula, charge and spin, kcal/mol: 0.0
Kohn-Sham gap, eV: 10.032

```
! wB97M-V def2-TZVPD RIJCOSX def2/J DEFGRID3
* xyz 0 1
O 0.00592 -2.40966 -3.71451
O -1.09340 2.48016 0.41018
O 0.46774 1.83715 4.86450
O -5.62221 1.23112 -2.45255
O 1.63644 -3.03231 4.98757
O -0.88037 -1.20069 0.36293
O -4.90918 -3.44837 -3.81361
O 4.99840 3.15311 1.24127
N 0.91302 3.32534 2.37976
N 1.18553 -0.54354 3.32676
N 2.86537 -2.21755 -4.03585
N -6.30510 -1.20054 -6.37939
N 4.46139 -0.01605 3.09511
C 0.69293 -1.22824 -3.33893
C 2.89040 -0.37752 -2.48976
C 1.83840 -1.41610 1.15263
C -0.54921 -1.06929 1.72068
C -2.09232 -1.85695 0.15605
C 3.73365 2.17093 3.69694
C -0.41679 5.15367 3.39538
C 4.20834 1.31658 2.51177
C 0.35980 3.87838 3.63231
C 5.39486 1.90903 1.79091
C -0.71497 1.86678 -0.79669
C -0.42532 2.83926 4.40267
C -5.70411 -2.44331 -5.87273
C -4.55519 -2.95130 -6.72884
C -4.92026 -3.33639 -2.40815
C 3.00161 -3.14824 4.59049
C 6.05052 3.77093 0.54785
C 0.86172 -0.51506 1.88938
C -1.29021 -2.17924 -4.19757
C -0.09295 1.04424 5.89326
C -4.34878 0.72345 -2.79673
C 2.09585 -1.60582 -2.92777
C -5.24012 -2.22379 -4.44061
H 5.68490 1.24699 0.95966
H -3.88344 -2.15645 -7.05268
H -6.46954 -3.22435 -5.76913
H 3.84452 -0.67575 -2.05325
H -4.37732 -4.21930 -2.06702
H 3.32977 3.14348 3.41285
H 1.87652 -2.42970 1.55091
H 2.98382 1.60566 4.24571
H 6.93768 4.00473 1.15087
H -3.57646 1.45598 -2.52211
H 3.33279 1.24059 1.85974
H 1.56805 2.61669 2.70245
H -6.02791 -1.72651 -3.85207
H -2.39182 -1.83029 -0.89383
H -1.20281 2.39815 3.76440
H -1.32529 -1.52678 -5.08010
H 1.61142 -1.41533 0.08616
H -6.67600 -1.39174 -7.30376
H 2.69946 -1.63843 -4.85807
H -3.98109 -3.70104 -6.18590
H 5.71507 4.74949 0.20280
H 3.18340 0.23833 -3.34338
H -0.60763 -2.03798 2.23641
H -0.69521 5.62868 4.33682
H -0.20943 0.90790 -0.63261
H 2.19289 -0.37783 3.36926
H 2.34075 0.21636 -1.75548
H 1.52044 4.03452 1.97563
H 1.26992 -2.25813 4.53234
H -1.62108 1.67641 -1.37021
H 2.06148 -2.30084 -2.08741
H 0.12338 5.83298 2.73906
H -0.31808 2.75270 0.93060
H 6.27335 2.01632 2.44047
H 2.86637 -1.03866 1.21210
H 4.52655 2.46122 4.39521
H -4.29454 -2.49562 -2.08458
H -5.92028 -3.27433 -1.97573
H 0.11959 -0.69400 -2.56820
H 3.43634 -2.16822 4.38147
H -0.02854 2.46608 -1.40810
H -0.90108 3.30783 5.27133
H -1.07928 0.64549 5.63003
H -5.65256 1.46224 -1.52187
H -4.27886 0.62037 -3.87434
H 1.21320 4.08812 4.29839
H -7.09340 -0.99085 -5.77581
H 5.28943 0.08713 3.68243
H -1.25972 -0.41144 2.24359
H -2.08540 -2.89648 0.49746
H -4.37399 -1.55320 -4.37029
H -1.68988 -3.13397 -4.53804
H 3.54275 -3.60550 5.41705
H 0.84916 0.51297 1.50766
H 6.36546 3.16583 -0.30829
H 0.58451 0.22876 6.12730
H -2.91677 -1.30193 0.63067
H 4.77715 -0.68133 2.38954
H -1.91654 -1.76786 -3.39664
H 0.78834 0.28920 3.77715
H 3.05527 -3.77376 3.69507
H 0.71651 -0.56891 -4.22388
H 2.37511 -3.07930 -4.27530
H -4.07576 -0.18609 -2.25679
H -0.26769 1.65904 6.78451
H -4.97923 -3.44198 -7.60937
H -1.38019 4.93347 2.92235
*
```

Atom charges from the Löwdin analysis, given in e for atoms 1 to 99:
1. O -0.187
2. O -0.142
3. O -0.243
4. O -0.109
5. O -0.156
6. O -0.199
7. O -0.189
8. O -0.180
9. N 0.062
10. N 0.075
11. N 0.039
12. N 0.038
13. N 0.034
14. C -0.211
15. C -0.075
16. C -0.032
17. C -0.210
18. C -0.110
19. C -0.060
20. C -0.051
21. C -0.418
22. C -0.428
23. C -0.212
24. C -0.176
25. C -0.190
26. C -0.441
27. C -0.057
28. C -0.104
29. C -0.169
30. C -0.122
31. C -0.400
32. C -0.113
33. C -0.097
34. C -0.169
35. C -0.433
36. C -0.229
37. H 0.128
38. H 0.079
39. H 0.138
40. H 0.075
41. H 0.094
42. H 0.063
43. H 0.090
44. H 0.064
45. H 0.089
46. H 0.066
47. H 0.125
48. H 0.034
49. H 0.125
50. H 0.057
51. H 0.140
52. H 0.092
53. H 0.059
54. H 0.070
55. H 0.070
56. H 0.072
57. H 0.088
58. H 0.077
59. H 0.131
60. H 0.081
61. H 0.044
62. H 0.041
63. H 0.064
64. H 0.096
65. H 0.017
66. H 0.059
67. H 0.133
68. H 0.079
69. H 0.017
70. H 0.132
71. H 0.058
72. H 0.091
73. H 0.055
74. H 0.094
75. H 0.118
76. H 0.046
77. H 0.080
78. H 0.130
79. H 0.096
80. H 0.076
81. H 0.079
82. H 0.138
83. H 0.070
84. H 0.087
85. H 0.129
86. H 0.097
87. H 0.101
88. H 0.090
89. H 0.072
90. H 0.118
91. H 0.089
92. H 0.091
93. H 0.095
94. H 0.077
95. H 0.073
96. H 0.047
97. H 0.069
98. H 0.131
99. H 0.068

---

[2]
Density functional theory data (the ωB97M-V functional and the def2-TZVPD basis) for 3 unconnected molecules or ions with the total composition C3H8O.

Results
SMILES: [H][H].C=C.C=O
Strongest force on any atom, eV/A: 0.66
ΔE to the lowest compared entry with this formula, charge and spin, kcal/mol: 61.2
Kohn-Sham gap, eV: 10.982

```
! wB97M-V def2-TZVPD RIJCOSX def2/J DEFGRID3
* xyz 0 1
O 1.81417 0.96707 -0.90953
C -1.07414 -0.42567 -1.22228
C 2.07347 0.33330 0.08302
C -1.77494 0.12620 -0.23684
H -1.19537 -1.47304 -1.48873
H 1.89676 -0.75628 0.15566
H -2.49605 -0.44352 0.34521
H 0.32795 -0.21172 2.33742
H -1.65612 1.17468 0.02719
H 2.50367 0.80996 0.98541
H -0.07689 -0.24535 1.71218
H -0.34252 0.14436 -1.78871
*
```

Taken from the Löwdin analysis, the atomic charges in e are:
1. O -0.025
2. C -0.086
3. C -0.185
4. C -0.116
5. H 0.051
6. H 0.074
7. H 0.047
8. H 0.056
9. H 0.051
10. H 0.076
11. H 0.019
12. H 0.038

---

[3]
Density functional theory data (the ωB97M-V functional and the def2-TZVPD basis) for 2 unconnected molecules or ions with the total composition C7H11IN2 in a non-equilibrium geometry.

Results
SMILES: c1c[nH]cn1.C=C(I)CC
Strongest force on any atom, eV/A: 5.70
ΔE to the lowest compared entry with this formula, charge and spin, kcal/mol: 1.4
Kohn-Sham gap, eV: 9.371

```
! wB97M-V def2-TZVPD RIJCOSX def2/J DEFGRID3
* xyz 0 1
I 1.94426 -1.51863 1.89523
N -0.85769 2.99973 2.01132
N 0.29124 3.22535 0.11716
C 0.31874 3.04282 1.53300
C 0.64995 -1.61754 -1.03333
C -1.77145 3.09042 1.00138
C -0.05752 -0.41253 -0.28415
C -1.04713 3.25518 -0.17914
C 0.09714 -0.59303 1.19013
C -0.84295 -0.35576 2.09860
H 0.97869 3.42493 -0.54408
H -1.82847 0.03753 1.81414
H -2.73489 2.87402 1.14536
H -1.05831 -0.67426 -0.55265
H -0.77164 -0.72795 3.12327
H 0.24615 -2.46749 -0.59242
H 0.58396 -1.53247 -2.06214
H 1.76829 -1.63586 -0.90612
H -1.54482 3.37407 -1.13990
H 0.24325 0.58828 -0.66416
H 1.26524 3.05293 2.22308
*
```

Taken from the Löwdin analysis, the atomic charges in e are:
1. I 0.794
2. N 0.022
3. N 0.060
4. C -0.213
5. C -0.163
6. C -0.141
7. C -0.281
8. C -0.129
9. C -0.721
10. C -0.082
11. H 0.114
12. H 0.072
13. H 0.051
14. H 0.096
15. H 0.050
16. H 0.041
17. H 0.038
18. H 0.030
19. H 0.107
20. H 0.101
21. H 0.152

---

[4]
Density functional theory data (the ωB97M-V functional and the def2-TZVPD basis) for 2 unconnected molecules or ions with the total composition C10H16O in a non-equilibrium geometry.

Results
SMILES: Cc1ccc(O)cc1.CCC
Strongest force on any atom, eV/A: 5.96
ΔE to the lowest compared entry with this formula, charge and spin, kcal/mol: 69.0
Kohn-Sham gap, eV: 8.782

```
! wB97M-V def2-TZVPD RIJCOSX def2/J DEFGRID3
* xyz 0 1
O -3.30413 -0.34485 0.73755
C -0.28640 0.29454 2.49643
C -1.58080 0.24971 2.10989
C -1.14318 -1.48899 0.35376
C 0.54265 -0.62989 1.88469
C 1.73344 0.46798 -2.08525
C -0.77334 1.22995 -2.18870
C 1.91491 -0.66127 2.20523
C -2.01000 -0.59401 1.02561
C 0.09672 -1.54233 0.86619
C 0.53481 0.84746 -2.93527
H 1.89852 -1.01063 3.24699
H 2.15175 1.35257 -1.60248
H 0.80965 1.52074 -3.69089
H 0.40098 0.00366 -3.52668
H -3.64969 0.21557 1.39329
H 2.48132 -0.16222 -2.52516
H 0.80483 -2.32152 0.37662
H -1.43267 1.59362 -2.93560
H -0.49231 1.95385 -1.44723
H -1.40009 0.49191 -1.70823
H -2.26922 0.73063 2.73800
H 2.50410 -1.24451 1.64402
H 0.16592 1.02233 3.18672
H 2.37794 0.49795 2.03576
H 1.46906 -0.24322 -1.30961
H -1.54475 -2.22902 -0.34566
*
```

Taken from the Löwdin analysis, the atomic charges in e are:
1. O 0.055
2. C -0.054
3. C -0.031
4. C -0.045
5. C -0.347
6. C -0.115
7. C -0.078
8. C -0.092
9. C -0.284
10. C -0.064
11. C -0.291
12. H 0.096
13. H 0.073
14. H 0.080
15. H 0.070
16. H 0.068
17. H 0.060
18. H 0.148
19. H 0.051
20. H 0.066
21. H 0.050
22. H 0.096
23. H 0.020
24. H 0.131
25. H 0.163
26. H 0.046
27. H 0.126

---

[5]
Density functional theory data (the ωB97M-V functional and the def2-TZVPD basis) for a molecular structure, CH2AgFNaO.

Results
Strongest force on any atom, eV/A: 0.94
ΔE to the lowest compared entry with this formula, charge and spin, kcal/mol: 0.0
Kohn-Sham gap (alpha / beta), eV: 6.513 / 6.446

```
! wB97M-V def2-TZVPD RIJCOSX def2/J DEFGRID3
* xyz 0 2
Ag 0.16220 0.69382 -0.16839
Na 2.57300 -0.72863 1.02603
F -1.02600 -1.02524 -0.99667
O 1.21096 0.93930 1.76519
C 0.07344 -1.94760 -0.43953
H 0.34715 -2.51868 -1.34352
H -0.50770 -2.64513 0.18820
*
```

Taken from the Löwdin analysis, the atomic charges in e are:
1. Ag 0.668
2. Na 0.589
3. F -0.392
4. O -0.617
5. C -0.188
6. H -0.034
7. H -0.027

---

[6]
Density functional theory data (the ωB97M-V functional and the def2-TZVPD basis) for 3 unconnected molecules or ions with the total composition C5H15NO2 in a non-equilibrium geometry.

Results
Strongest force on any atom, eV/A: 5.43
ΔE to the lowest compared entry with this formula, charge and spin, kcal/mol: 231.9
Kohn-Sham gap, eV: 3.689

```
! wB97M-V def2-TZVPD RIJCOSX def2/J DEFGRID3
* xyz 0 1
O 1.95065 -0.43123 0.07597
O -2.19412 -1.14087 -1.49004
N -0.81056 1.34800 0.34324
C -0.41985 1.13578 -1.03705
C -0.74529 -1.16512 0.77595
C -1.50459 0.13642 0.98313
C 0.38373 1.68669 1.08525
C 3.08848 -1.14554 -0.35299
H -2.44633 0.00173 0.40424
H -0.05070 -1.38913 1.55879
H 0.47565 0.52349 -1.23333
H -1.28684 0.54795 -1.40562
H -1.43869 -1.96324 0.44990
H 0.59378 2.71296 0.72773
H 3.52990 -1.74158 0.47028
H -2.66899 -1.55622 -2.20207
H -1.69072 0.36578 2.03960
H 0.28275 1.74924 2.17174
H 2.84852 -1.86062 -1.16941
H 3.87893 -0.46210 -0.76819
H 1.22480 0.99384 0.73479
H -0.14918 -1.03321 -0.08911
H -0.39876 2.09271 -1.54640
*
```

Taken from the Löwdin analysis, the atomic charges in e are:
1. O -0.232
2. O -0.249
3. N -0.097
4. C -0.078
5. C -0.094
6. C -0.164
7. C -0.061
8. C -0.191
9. H 0.114
10. H 0.079
11. H 0.101
12. H 0.060
13. H 0.084
14. H 0.106
15. H 0.076
16. H -0.058
17. H 0.114
18. H 0.101
19. H 0.082
20. H 0.096
21. H 0.088
22. H 0.021
23. H 0.103